(1)
A cluster of 4 separate species, C9H21IN3O3 in total at a distorted geometry. Source: the Open Molecules 2025 dataset; level of theory: ωB97M-V/def2-TZVPD.

The geometry in XYZ format:
```
37
Properties=species:S:1:pos:R:3
I -1.51 0.38 -1.35
C 3.35 -1.20 -5.16
C 2.36 -1.10 -6.32
O 2.73 -1.17 -7.51
N 1.12 -0.85 -6.06
C 0.05 -0.42 -6.96
H 2.98 -1.89 -4.39
H 3.38 -0.26 -4.62
H 4.34 -1.52 -5.48
H 0.82 -0.55 -5.15
H -0.96 -0.69 -6.66
H 0.22 -0.74 -7.99
H 0.03 0.66 -7.08
C 3.45 -0.37 1.94
C 2.95 -1.61 2.71
O 3.50 -1.87 3.77
N 2.04 -2.45 2.20
C 1.43 -3.52 2.95
H 4.27 0.16 2.43
H 2.59 0.31 1.92
H 3.81 -0.62 0.94
H 1.67 -2.33 1.26
H 0.74 -3.24 3.74
H 2.12 -4.32 3.24
H 0.83 -4.10 2.25
C -5.08 3.84 2.63
C -4.40 3.41 3.91
O -4.58 3.94 5.01
N -3.63 2.33 3.75
C -2.94 1.60 4.82
H -5.14 3.07 1.86
H -4.49 4.73 2.43
H -6.12 4.17 2.75
H -3.63 1.77 2.90
H -2.03 2.15 5.08
H -2.64 0.57 4.61
H -3.63 1.73 5.65
```

Output
multiplicity: 1
F_max: 4.7 eV/Å
gap between HOMO and LUMO: 6.702 eV
charge: -1
energy: -28390.245 eV
LUMO energy: 2.6 eV

natural (NBO) population analysis, charges in e, atoms 1 to 5: number 1, I, carries -0.998; number 2, C, carries -0.701; number 3, C, carries 0.661; number 4, O, carries -0.674; number 5, N, carries -0.589

(2)
A cluster of 2 separate species, CH7N2O in total at a distorted geometry. Source: the Open Molecules 2025 dataset; level of theory: ωB97M-V/def2-TZVPD.

The geometry in XYZ format:
```
11
Properties=species:S:1:pos:R:3
O 1.72 1.24 -1.71
H 1.26 0.46 -1.05
N 0.67 -0.60 -0.13
C -0.68 -0.82 0.37
N -1.11 0.40 1.29
H 0.88 -1.59 -0.43
H 2.27 1.67 -1.13
H -0.74 -1.74 1.11
H -1.44 -0.85 -0.32
H -2.16 0.63 1.13
H -0.66 1.21 0.89
```

Output
multiplicity: 1
F_max: 4.6 eV/Å
gap between HOMO and LUMO: 7.097 eV
charge: -1
energy: -6177.058 eV
LUMO energy: 4.8 eV

natural (NBO) population analysis, charges in e, atoms 1 to 5: number 1, O, carries -1.081; number 2, H, carries 0.493; number 3, N, carries -1.090; number 4, C, carries -0.011; number 5, N, carries -0.890

(3)
The molecule C22H27N3O4. Source: the Open Molecules 2025 dataset; level of theory: ωB97M-V/def2-TZVPD.

The geometry in XYZ format:
```
56
Properties=species:S:1:pos:R:3
C 0.96 4.79 -5.55
H 1.95 5.10 -5.87
H 0.38 4.44 -6.41
H 0.43 5.61 -5.08
O 1.15 3.73 -4.63
C 0.03 3.20 -4.11
O -1.07 3.60 -4.41
C 0.30 2.10 -3.16
C 1.60 1.68 -2.88
C 1.82 0.64 -2.00
C 0.75 -0.01 -1.39
C -0.56 0.46 -1.63
C -0.78 1.49 -2.53
H -1.78 1.84 -2.72
N -1.58 -0.14 -0.89
C -2.90 0.14 -0.84
O -3.50 0.89 -1.57
C -3.62 -0.65 0.27
O -2.78 -1.25 1.22
C -2.13 -0.44 2.13
C -2.12 0.95 2.09
C -1.41 1.66 3.04
C -0.70 1.01 4.05
C -0.73 -0.38 4.08
C -1.44 -1.10 3.14
H -1.46 -2.18 3.17
H -0.19 -0.91 4.86
C 0.05 1.79 5.09
H -0.58 1.95 5.96
H 0.34 2.76 4.70
H 0.94 1.25 5.40
H -1.40 2.73 2.99
H -2.64 1.49 1.31
H -4.15 -1.48 -0.21
H -4.36 0.00 0.73
H -1.22 -0.77 -0.17
N 0.90 -1.06 -0.47
C 0.51 -2.39 -0.93
C 0.26 -3.28 0.30
N 1.39 -3.35 1.19
C 2.45 -4.23 0.75
H 2.93 -3.94 -0.19
H 3.21 -4.28 1.53
H 2.03 -5.23 0.62
C 1.84 -2.01 1.53
C 2.12 -1.13 0.30
H 2.39 -0.12 0.63
H 2.96 -1.55 -0.27
H 2.74 -2.08 2.15
H 1.05 -1.54 2.12
H 0.00 -4.29 -0.02
H -0.58 -2.86 0.86
H -0.38 -2.32 -1.55
H 1.31 -2.83 -1.55
H 2.83 0.31 -1.80
H 2.43 2.17 -3.37
```

Output
multiplicity: 1
SMILES string: COC(=O)c1ccc(N2CCN(C)CC2)c(NC(=O)COc2ccc(C)cc2)c1
F_max: 0.5 eV/Å
gap between HOMO and LUMO: 8.743 eV
energy: -35913.085 eV
LUMO energy: 0.6 eV

natural (NBO) population analysis, charges in e, atoms 1 to 5: number 1, C, carries -0.258; number 2, H, carries 0.192; number 3, H, carries 0.193; number 4, H, carries 0.193; number 5, O, carries -0.513

Calculated ΔE to the lowest compared entry with this formula, charge and spin (kcal/mol), listed in the same order as above: 53.1; 29.5; 60.1